2 unconnected molecules or ions with the total composition C3H8NO. Source: the Open Molecules 2025 dataset; level of theory: ωB97M-V with the def2-TZVPD basis set.

```
13
Properties=species:S:1:pos:R:3
C -0.400 1.047 0.808
C 0.904 0.949 1.179
C -1.814 0.391 -1.017
N -0.932 0.129 -0.114
H -1.099 1.509 1.384
H 1.659 0.104 0.771
H 1.473 1.689 1.800
H -2.037 -0.498 -1.643
H -2.217 1.379 -1.384
H -0.597 -0.853 -0.054
H 1.483 -2.675 -0.390
H 1.993 -1.420 -1.007
O 1.584 -1.749 -0.333
```

Properties
* maximum force: 8.19 eV/Å
* total charge: +1
* molar mass: 74.103 g mol⁻¹
* relative energy (zero: lowest compared OMol25 entry of this formula, charge and spin): 204.83 kJ/mol
* HOMO level: -14.86 eV
* HOMO-LUMO gap: 9.522 eV
* LUMO energy: -5.34 eV

A molecular structure, C3H4N3. Source: the Open Molecules 2025 dataset; level of theory: ωB97M-V with the def2-TZVPD basis set.

```
10
Properties=species:S:1:pos:R:3
C 0.603 -0.995 -0.090
C 1.947 -0.824 -0.014
C -1.699 0.349 -0.012
N 1.786 0.496 0.036
N 0.587 1.030 0.206
N -0.233 0.054 0.077
H 2.821 -1.448 -0.163
H -1.591 1.396 -0.075
H -2.196 0.180 0.906
H -2.025 -0.239 -0.871
```

Properties
* maximum force: 2.04 eV/Å
* total charge: +1
* molar mass: 82.086 g mol⁻¹
* relative energy (zero: lowest compared OMol25 entry of this formula, charge and spin): 428.32 kJ/mol
* HOMO level (spin up / spin down): -16.67 / -16.73 eV
* HOMO-LUMO gap (spin up / spin down): 8.824 / 7.997 eV
* LUMO energy (spin up / spin down): -7.84 / -8.73 eV

A molecular structure, C23H29MoN5O8. Source: the Open Molecules 2025 dataset; level of theory: ωB97M-V with the def2-TZVPD basis set.

```
66
Properties=species:S:1:pos:R:3
Mo 0.020 0.141 0.345
C 2.546 -1.139 -0.798
C 2.578 0.194 -1.511
N 1.291 0.953 -1.218
C 1.531 2.402 -0.866
C 2.046 2.496 0.562
N 1.279 1.555 1.485
C 2.187 0.744 2.383
C 2.927 -0.255 1.524
N 1.953 -0.920 0.572
H 3.545 -1.566 -0.717
H 1.920 -1.847 -1.332
H 2.670 0.043 -2.584
H 3.416 0.810 -1.195
H 0.752 0.916 -2.089
H 0.595 2.936 -0.990
H 2.246 2.845 -1.557
H 1.955 3.518 0.920
H 3.100 2.242 0.618
H 0.724 2.139 2.109
H 1.560 0.246 3.119
H 2.878 1.392 2.918
H 3.412 -1.005 2.146
H 3.709 0.218 0.937
H 1.765 -1.841 0.962
O -1.796 -2.740 2.493
C -1.326 -2.349 1.503
O -0.560 -1.091 1.536
C -1.387 -2.962 0.146
C -1.919 -4.241 0.035
C -1.993 -4.817 -1.217
C -1.544 -4.200 -2.372
C -1.004 -2.938 -2.260
C -0.965 -2.317 -1.021
O -0.516 -1.022 -0.895
N -0.429 -2.273 -3.461
O -0.697 -2.735 -4.525
O 0.237 -1.252 -3.258
N -2.578 -6.189 -1.325
O -2.928 -6.685 -0.277
O -2.663 -6.638 -2.443
H -2.261 -4.784 0.909
H -1.604 -4.700 -3.334
C -6.463 3.086 3.639
C -5.469 2.850 2.589
C -5.028 1.508 2.302
C -4.081 1.253 1.380
C -3.783 -0.160 0.955
C -3.413 2.416 0.767
C -2.150 2.457 0.310
O -1.218 1.441 0.283
C -4.071 3.753 0.825
C -3.689 4.876 -0.091
C -5.020 3.923 1.775
H -6.519 2.282 4.368
H -7.458 3.154 3.162
H -6.327 4.059 4.117
H -5.523 0.689 2.813
H -3.598 -0.800 1.821
H -2.976 -0.231 0.230
H -4.673 -0.561 0.465
H -1.750 3.391 -0.053
H -3.132 5.655 0.439
H -4.600 5.363 -0.446
H -3.130 4.561 -0.970
H -5.481 4.898 1.897
```

Properties
* maximum force: 1.40 eV/Å
* total charge: +4
* molar mass: 599.452 g mol⁻¹
* HOMO level: -20.62 eV
* HOMO-LUMO gap: 4.773 eV
* LUMO energy: -15.84 eV

21 unconnected molecules or ions with the total composition C126H105F21. Source: the Open Molecules 2025 dataset; level of theory: ωB97M-V with the def2-TZVPD basis set.

```
252
Properties=species:S:1:pos:R:3
F -4.577 32.873 0.700
C -5.395 33.869 0.330
C -6.380 33.549 -0.614
C -7.217 34.547 -1.050
C -7.045 35.810 -0.519
C -6.107 36.135 0.376
C -5.180 35.199 0.801
H -6.490 32.524 -0.937
H -8.025 34.339 -1.735
H -7.790 36.557 -0.747
H -6.080 37.174 0.670
H -4.365 35.381 1.486
F -5.628 37.143 10.517
C -5.522 36.370 9.437
C -5.226 36.945 8.195
C -5.144 36.220 6.995
C -5.342 34.814 7.049
C -5.692 34.196 8.270
C -5.650 34.968 9.479
H -5.119 38.012 8.066
H -4.900 36.585 6.008
H -5.224 34.159 6.199
H -5.707 33.116 8.305
H -5.763 34.405 10.393
F 1.216 27.808 3.367
C 1.100 27.265 4.605
C 0.087 27.696 5.437
C -0.106 27.173 6.698
C 0.820 26.216 7.109
C 1.862 25.709 6.276
C 1.959 26.261 5.014
H -0.547 28.476 5.043
H -0.897 27.595 7.300
H 0.795 25.918 8.147
H 2.475 24.966 6.765
H 2.649 25.899 4.266
F 0.843 32.374 2.627
C 0.671 31.498 1.604
C -0.507 30.767 1.404
C -0.649 29.770 0.445
C 0.474 29.409 -0.260
C 1.664 30.207 -0.160
C 1.750 31.189 0.813
H -1.346 31.063 2.017
H -1.523 29.141 0.367
H 0.274 28.540 -0.870
H 2.479 30.047 -0.849
H 2.603 31.840 0.933
F -11.464 30.187 2.394
C -10.246 30.323 1.861
C -10.014 30.322 0.474
C -8.744 30.525 0.006
C -7.703 30.803 0.865
C -7.889 30.839 2.265
C -9.174 30.617 2.750
H -10.733 30.018 -0.272
H -8.568 30.520 -1.059
H -6.726 31.070 0.490
H -7.086 31.063 2.951
H -9.352 30.589 3.815
F -6.219 32.115 4.869
C -4.893 31.902 4.876
C -4.361 30.896 5.636
C -2.939 30.738 5.694
C -2.097 31.634 4.958
C -2.705 32.610 4.169
C -4.111 32.766 4.135
H -5.081 30.202 6.044
H -2.477 30.050 6.387
H -1.035 31.661 5.149
H -2.022 33.285 3.673
H -4.555 33.638 3.678
F -4.179 29.079 7.918
C -3.903 27.732 7.874
C -3.314 27.085 8.945
C -2.924 25.739 8.809
C -3.208 25.063 7.652
C -3.754 25.710 6.575
C -4.156 27.073 6.639
H -3.037 27.633 9.833
H -2.486 25.158 9.607
H -3.061 23.994 7.606
H -4.052 25.128 5.715
H -4.638 27.567 5.808
F -6.011 40.833 1.788
C -4.853 40.189 2.064
C -3.639 40.772 1.754
C -2.409 40.195 2.064
C -2.386 38.868 2.617
C -3.625 38.239 2.871
C -4.835 38.885 2.561
H -3.620 41.759 1.317
H -1.437 40.568 1.779
H -1.444 38.367 2.783
H -3.718 37.259 3.315
H -5.729 38.336 2.817
F 1.377 33.019 6.113
C 2.361 32.331 6.699
C 3.535 33.043 7.044
C 4.672 32.416 7.518
C 4.636 31.069 7.704
C 3.485 30.315 7.332
C 2.349 30.952 6.799
H 3.479 34.117 6.948
H 5.566 33.001 7.677
H 5.456 30.553 8.180
H 3.592 29.241 7.383
H 1.480 30.407 6.463
F -13.073 34.104 8.376
C -11.848 34.560 8.024
C -11.621 35.944 7.797
C -10.306 36.355 7.440
C -9.236 35.446 7.545
C -9.568 34.074 7.779
C -10.869 33.616 7.966
H -12.438 36.647 7.875
H -10.139 37.388 7.175
H -8.216 35.682 7.281
H -8.812 33.313 7.908
H -11.104 32.570 8.093
F -16.328 33.077 5.112
C -14.970 32.829 5.009
C -14.053 33.821 5.118
C -12.701 33.503 5.043
C -12.256 32.239 4.693
C -13.160 31.244 4.516
C -14.598 31.536 4.593
H -14.181 34.839 5.455
H -11.958 34.149 5.486
H -11.199 32.037 4.609
H -12.826 30.252 4.250
H -15.335 30.765 4.420
F -7.224 37.499 4.677
C -7.875 36.415 4.280
C -7.134 35.309 3.777
C -7.728 34.256 3.112
C -9.074 34.227 3.054
C -9.852 35.279 3.568
C -9.255 36.417 4.171
H -6.056 35.285 3.844
H -7.083 33.438 2.828
H -9.475 33.338 2.589
H -10.924 35.240 3.441
H -9.823 37.293 4.444
F -7.350 28.687 6.222
C -7.823 27.654 5.467
C -7.232 27.400 4.202
C -7.697 26.297 3.424
C -8.646 25.454 4.015
C -9.162 25.710 5.278
C -8.720 26.828 6.020
H -6.509 28.127 3.862
H -7.318 26.108 2.431
H -9.112 24.710 3.386
H -9.882 24.983 5.623
H -8.957 27.013 7.058
F -1.695 35.536 2.090
C -1.069 35.658 0.903
C -1.501 36.380 -0.203
C -0.760 36.353 -1.397
C 0.471 35.720 -1.419
C 0.971 35.050 -0.336
C 0.193 35.029 0.818
H -2.404 36.969 -0.145
H -1.134 36.791 -2.310
H 1.094 35.714 -2.302
H 1.945 34.592 -0.244
H 0.505 34.508 1.711
F -0.105 30.462 8.334
C -1.022 31.263 9.056
C -0.978 32.646 8.758
C -1.819 33.551 9.456
C -2.676 33.046 10.461
C -2.747 31.640 10.653
C -1.920 30.759 9.989
H -0.216 32.972 8.066
H -1.792 34.619 9.297
H -3.364 33.640 11.045
H -3.586 31.323 11.255
H -2.000 29.741 10.342
F -0.900 29.396 -4.368
C -1.085 30.432 -3.524
C -0.066 31.324 -3.189
C -0.325 32.311 -2.201
C -1.602 32.430 -1.631
C -2.589 31.526 -1.975
C -2.342 30.557 -2.964
H 0.825 31.220 -3.792
H 0.350 33.067 -1.827
H -1.736 33.260 -0.952
H -3.544 31.629 -1.482
H -3.200 29.958 -3.232
F -4.996 27.784 11.941
C -5.507 29.115 11.943
C -5.823 29.645 10.735
C -6.325 30.907 10.677
C -6.472 31.682 11.835
C -6.009 31.132 13.096
C -5.507 29.804 13.116
H -5.736 28.984 9.886
H -6.719 31.153 9.702
H -6.905 32.670 11.880
H -6.043 31.645 14.045
H -5.326 29.222 14.007
F -2.100 36.620 5.036
C -1.457 36.674 6.222
C -1.745 37.803 6.940
C -1.083 38.044 8.150
C -0.084 37.115 8.558
C 0.143 35.912 7.875
C -0.552 35.703 6.681
H -2.497 38.454 6.518
H -1.274 38.958 8.692
H 0.531 37.245 9.436
H 0.892 35.268 8.312
H -0.372 34.881 6.004
F 4.520 36.786 0.746
C 4.520 35.749 1.679
C 5.273 34.602 1.464
C 5.122 33.564 2.409
C 4.161 33.643 3.408
C 3.360 34.735 3.579
C 3.551 35.821 2.717
H 5.952 34.620 0.625
H 5.626 32.612 2.475
H 4.075 32.839 4.123
H 2.592 34.768 4.337
H 2.913 36.691 2.760
F -6.333 27.702 1.016
C -5.125 27.580 1.531
C -4.500 28.734 2.017
C -3.320 28.576 2.700
C -2.750 27.302 3.028
C -3.428 26.173 2.513
C -4.574 26.312 1.772
H -4.992 29.686 1.886
H -2.854 29.477 3.071
H -1.844 27.227 3.612
H -2.966 25.196 2.527
H -5.122 25.455 1.408
F -10.525 30.616 6.326
C -10.593 29.950 7.503
C -11.790 29.376 7.830
C -11.838 28.631 8.998
C -10.761 28.410 9.790
C -9.544 28.980 9.466
C -9.464 29.838 8.327
H -12.640 29.685 7.240
H -12.730 28.177 9.404
H -10.734 27.877 10.729
H -8.683 28.841 10.103
H -8.526 30.307 8.071
```

Properties
* maximum force: 3.57 eV/Å
* molar mass: 2018.184 g mol⁻¹
* relative energy (zero: lowest compared OMol25 entry of this formula, charge and spin): 321.56 kJ/mol
* HOMO level: -8.81 eV
* HOMO-LUMO gap: 9.362 eV
* LUMO energy: 0.55 eV

2 unconnected molecules or ions with the total composition C4H13NS. Source: the Open Molecules 2025 dataset; level of theory: ωB97M-V with the def2-TZVPD basis set.

```
19
Properties=species:S:1:pos:R:3
C 1.168 1.060 -1.688
C 0.517 2.050 -0.737
S 0.164 1.402 0.933
H 0.621 0.107 -1.751
H 2.166 0.777 -1.257
H 1.306 1.462 -2.744
H -0.422 2.427 -1.167
H 1.140 2.938 -0.594
H -0.073 -0.009 0.537
C -1.764 -1.590 -0.260
N -0.613 -1.419 0.670
C 0.397 -2.456 0.388
H -2.600 -0.896 -0.086
H -1.274 -1.431 -1.227
H -2.159 -2.610 -0.166
H -1.010 -1.516 1.635
H -0.032 -3.471 0.476
H 1.224 -2.355 1.120
H 0.876 -2.304 -0.606
```

Properties
* maximum force: 1.96 eV/Å
* molar mass: 107.222 g mol⁻¹
* relative energy (zero: lowest compared OMol25 entry of this formula, charge and spin): 93.34 kJ/mol
* structure (SMILES): CCS.CNC
* HOMO level: -7.84 eV
* HOMO-LUMO gap: 8.616 eV
* LUMO energy: 0.78 eV

2 unconnected molecules or ions with the total composition C3H8NO2. Source: the Open Molecules 2025 dataset; level of theory: ωB97M-V with the def2-TZVPD basis set.

```
14
Properties=species:S:1:pos:R:3
C -1.378 -1.792 -0.375
C 0.569 -0.565 -1.313
N 0.035 -1.648 -0.668
H -1.528 -1.787 0.707
H -1.744 -2.738 -0.779
H -1.908 -0.967 -0.843
H -0.060 0.273 -1.558
H 1.625 -0.504 -1.499
H 0.641 -2.385 -0.360
O 1.547 1.814 0.133
C 0.977 2.424 0.980
O 0.466 1.846 2.092
H 0.818 3.516 0.930
H -0.058 2.514 2.552
```

Properties
* maximum force: 0.85 eV/Å
* molar mass: 90.102 g mol⁻¹
* relative energy (zero: lowest compared OMol25 entry of this formula, charge and spin): 14.48 kJ/mol
* HOMO level (spin up / spin down): -5.20 / -9.65 eV
* HOMO-LUMO gap (spin up / spin down): 5.769 / 10.207 eV
* 2S+1: 2
* LUMO energy (spin up / spin down): 0.57 / 0.56 eV

C19H23FN2O4S in the gas phase. Source: the Open Molecules 2025 dataset; level of theory: ωB97M-V with the def2-TZVPD basis set.

```
50
Properties=species:S:1:pos:R:3
C -5.452 -3.147 -0.226
C -4.634 -2.147 -1.034
N -3.615 -1.498 -0.224
C -2.591 -0.861 -1.031
C -1.458 -0.356 -0.134
N -1.984 0.572 0.841
C -1.836 1.916 0.842
O -2.543 2.662 1.500
C -0.726 2.472 0.029
C -0.697 3.618 -0.715
C 0.601 3.701 -1.267
C 1.288 2.618 -0.798
C 2.636 2.095 -1.075
S 2.454 0.328 -1.592
O 1.197 0.173 -2.272
O 3.651 -0.033 -2.292
C 2.362 -0.623 -0.013
C 3.708 -0.624 0.601
C 4.089 0.317 1.552
C 5.382 0.349 2.045
C 6.323 -0.559 1.589
C 5.967 -1.517 0.656
C 4.670 -1.538 0.179
F 4.316 -2.498 -0.694
O 0.488 1.869 -0.007
C -3.055 -0.014 1.621
C -4.164 -0.527 0.705
H -4.785 -3.805 0.324
H -6.112 -2.650 0.480
H -6.063 -3.745 -0.896
H -4.115 -2.686 -1.831
H -5.305 -1.409 -1.508
H -2.995 -0.011 -1.611
H -2.181 -1.591 -1.732
H -1.029 -1.208 0.404
H -0.691 0.097 -0.760
H -1.510 4.300 -0.856
H 0.977 4.464 -1.916
H 3.296 2.070 -0.211
H 3.112 2.620 -1.895
H 2.036 -1.614 -0.319
H 1.606 -0.133 0.590
H 3.354 1.017 1.924
H 5.655 1.085 2.785
H 7.333 -0.529 1.967
H 6.675 -2.245 0.294
H -2.645 -0.849 2.197
H -3.441 0.752 2.295
H -4.621 0.328 0.175
H -4.930 -1.007 1.314
```

Properties
* maximum force: 1.14 eV/Å
* molar mass: 394.468 g mol⁻¹
* relative energy (zero: lowest compared OMol25 entry of this formula, charge and spin): 8.66 kJ/mol
* structure (SMILES): CCN1CCN(C(=O)c2ccc(CS(=O)(=O)Cc3ccccc3F)o2)CC1
* HOMO level: -8.72 eV
* HOMO-LUMO gap: 9.307 eV
* LUMO energy: 0.58 eV

A gas-phase ion, C6H8BrN4 (charge +1). Source: the Open Molecules 2025 dataset; level of theory: ωB97M-V with the def2-TZVPD basis set.

```
19
Properties=species:S:1:pos:R:3
N -2.634 -0.728 0.528
N -1.249 -0.923 0.644
C -0.526 0.113 1.026
C 0.091 1.295 1.042
C 0.965 1.627 -0.144
C 1.828 0.893 -0.886
C 2.378 -0.450 -0.802
Br 4.077 -0.132 0.208
N 1.610 -1.264 0.102
N 0.631 -2.133 -0.294
C -0.560 -2.010 0.020
H -3.023 -0.126 1.235
H -3.153 -1.677 0.336
H 0.316 1.938 1.872
H 0.896 2.526 -0.631
H 2.489 1.618 -1.340
H 2.652 -0.865 -1.800
H 1.386 -0.699 0.855
H -1.281 -2.766 -0.352
```

Properties
* maximum force: 4.60 eV/Å
* total charge: +1
* molar mass: 216.062 g mol⁻¹
* relative energy (zero: lowest compared OMol25 entry of this formula, charge and spin): 477.18 kJ/mol
* structure (SMILES): N[N+]1=C=C/C=C\[C@@H](Br)N/N=C\1
* HOMO level: -13.30 eV
* HOMO-LUMO gap: 7.936 eV
* LUMO energy: -5.36 eV

2 unconnected molecules or ions with the total composition C3H3Br. Source: the Open Molecules 2025 dataset; level of theory: ωB97M-V with the def2-TZVPD basis set.

```
7
Properties=species:S:1:pos:R:3
C 0.863 -1.841 -0.434
C 0.402 -0.712 -0.264
C -0.004 0.565 -0.018
Br -2.010 2.658 1.268
H 1.312 -2.831 -0.627
H -0.076 1.103 0.891
H -0.486 1.057 -0.817
```

Properties
* maximum force: 1.80 eV/Å
* molar mass: 118.961 g mol⁻¹
* relative energy (zero: lowest compared OMol25 entry of this formula, charge and spin): 266.47 kJ/mol
* HOMO level (spin up / spin down): -8.31 / -10.31 eV
* HOMO-LUMO gap (spin up / spin down): 4.531 / 9.432 eV
* LUMO energy (spin up / spin down): -3.78 / -0.88 eV